Below is C57H132Cl6CuN7O23P4 as an isolated structure at a distorted geometry, with properties calculated with wB97M-V/def2-TZVPD.

Results
- charge = -1
- HOMO energy (alpha / beta) (eV) = -0.079 / -4.039
- 2S+1 = 2
- LUMO level (alpha / beta) (eV) = 1.84 / 1.84

```
230
Properties=species:S:1:pos:R:3:mulliken_charge:R:1
Cu -3.107 -2.420 -0.143 2.920
Cl -7.612 0.819 -2.829 -0.238
Cl -8.175 0.517 0.624 -0.194
Cl 1.318 4.414 3.092 -0.141
Cl 1.177 4.840 6.563 -0.259
Cl -1.776 5.751 -0.511 -0.184
Cl 1.258 6.245 -2.084 -0.200
P 5.375 3.458 1.748 0.469
P -2.850 -5.371 1.859 0.598
P 4.122 2.925 -5.645 0.968
P 1.806 -0.832 6.417 0.387
O 2.459 -2.294 6.255 -0.216
O -2.706 -5.508 3.431 -0.349
O -0.238 -3.284 -6.784 -0.453
O 4.762 4.345 -5.092 -0.250
O -2.065 3.751 3.276 -0.660
O -1.790 -3.713 -1.557 -0.660
O 2.739 3.000 -6.142 -0.548
O 5.121 2.446 -6.744 -0.410
O 6.312 4.363 2.505 -0.893
O 0.324 -1.244 6.937 -0.465
O -3.030 5.376 -4.492 -0.700
O -3.721 -4.298 1.287 -0.515
O 2.444 -0.248 7.820 -0.428
O -5.090 -2.848 -1.356 -0.765
O 1.839 0.084 5.204 0.226
O -6.781 -0.609 3.353 -0.650
O 4.467 1.904 -4.375 -0.577
O -3.071 -0.214 1.033 0.549
O -1.349 -5.188 1.324 1.256
O -3.239 -6.883 1.416 -0.126
O 4.060 4.126 1.058 0.524
O 6.104 2.702 0.470 0.092
O 4.825 2.220 2.599 -0.480
N -0.940 4.667 -4.844 0.234
N -4.228 3.423 2.827 0.409
N 0.089 -4.622 -2.485 2.782
N -4.994 -4.007 -3.358 0.521
N 1.136 -1.575 -6.119 0.494
N -4.724 -1.117 4.170 0.295
N -1.929 -0.060 0.164 0.510
C -4.729 -0.163 5.327 -1.042
C 0.583 -5.097 -3.771 -1.695
C -0.147 -2.920 5.139 0.453
C 4.647 6.004 -0.364 -0.514
C 3.874 1.298 2.043 0.982
C 0.483 1.055 -1.111 1.730
C 5.115 5.420 -6.039 -0.324
C -6.942 -0.348 -1.673 0.635
C 3.703 -2.434 5.536 -0.564
C 0.353 -1.088 -4.974 -0.799
C 3.473 -2.866 4.117 -0.844
C -1.241 -4.299 -2.472 -0.977
C -0.553 -1.604 1.641 -0.519
C -0.849 1.005 -1.864 -0.165
C -6.646 0.335 -0.291 0.102
C 0.761 -5.369 2.182 -0.218
C -2.202 4.488 -4.494 0.240
C -5.379 -5.286 -4.032 -1.120
C -3.566 -2.002 4.161 1.073
C 0.792 -2.650 -6.885 0.063
C 4.813 1.317 -7.583 -0.088
C -3.546 -7.296 0.102 -0.683
C -2.464 2.383 -0.420 0.084
C -0.176 5.224 0.078 0.648
C 0.985 -4.445 -1.328 -0.485
C 7.501 2.818 0.267 -0.643
C -4.542 -6.948 4.231 -1.246
C -0.382 0.836 1.995 -0.070
C -5.201 2.455 2.290 -0.750
C 0.710 4.816 -1.142 1.388
C -5.773 -1.326 3.369 0.111
C -5.093 -7.179 0.060 -1.077
C 3.741 1.916 -3.179 -0.085
C -2.934 3.067 2.890 0.378
C 3.857 5.488 0.818 0.035
C -3.852 -5.528 4.225 -0.109
C -0.311 5.917 -5.221 -0.640
C -0.620 -0.201 0.933 1.788
C -0.389 -6.221 1.717 -2.074
C -3.186 0.592 -1.862 -1.823
C 1.936 3.379 4.403 0.443
C -0.143 3.473 -5.004 0.039
C -0.607 -1.692 5.965 -0.257
C 7.916 4.065 -0.638 -1.006
C 4.866 6.689 -5.230 -1.006
C 0.962 3.321 5.556 0.279
C 3.958 -1.521 8.948 -0.980
C 0.535 -0.189 -0.145 -1.027
C 2.548 -1.076 8.934 -0.211
C -5.214 -3.869 -2.023 0.366
C -2.124 0.973 -0.899 2.126
C 4.538 0.211 1.154 -1.513
C 3.843 1.677 -8.759 -0.943
C -4.478 -2.869 -4.198 -0.629
C 2.470 -1.012 -6.097 -1.399
C 4.566 2.723 -2.193 0.665
C -4.789 4.701 3.306 -1.151
H -5.137 -2.634 -5.033 0.368
H -0.892 -0.882 5.293 0.025
H 4.619 3.727 -2.614 -0.144
H -5.672 -6.159 -3.450 0.218
H 0.522 1.984 -0.543 -0.698
H -2.751 2.057 2.492 0.033
H 7.648 5.017 -0.179 0.279
H 0.926 3.576 -4.816 -0.127
H -0.372 1.797 1.480 -0.654
H 0.644 0.688 2.331 -0.022
H -4.127 0.484 -1.324 -0.253
H 5.751 0.945 -7.994 0.394
H 3.774 0.788 -9.387 0.412
H -1.058 0.835 2.850 0.025
H 1.742 -3.700 -1.570 0.499
H 0.441 -4.733 3.007 -0.363
H -3.103 -6.656 -0.661 0.117
H -7.637 -1.186 -1.638 0.457
H 5.303 -0.375 1.665 0.378
H -5.621 -2.228 2.757 0.353
H -4.498 -4.758 3.803 0.288
H 2.842 1.818 -8.351 0.165
H 4.504 0.436 -7.021 0.034
H -6.035 -0.694 -2.169 -0.769
H 3.482 0.737 2.892 0.020
H 0.860 -1.275 -4.027 0.474
H -1.389 -1.935 2.257 -0.477
H 8.977 4.046 -0.887 0.420
H 4.240 -2.110 8.076 0.082
H -2.357 3.451 -4.160 0.282
H 3.594 0.866 -2.927 0.430
H -6.132 -5.200 -4.816 0.365
H 3.779 6.658 -5.149 0.185
H -5.420 -4.820 -1.508 -0.118
H 0.500 -1.151 -0.656 0.038
H -1.559 -1.992 6.402 0.218
H 1.852 -1.914 8.953 0.235
H -3.087 -0.349 -2.404 0.113
H 4.298 5.617 -1.321 -0.086
H -0.074 3.343 5.216 -0.002
H 0.263 6.064 0.617 0.621
H 2.981 3.508 4.683 0.518
H 3.086 -1.346 -5.263 0.341
H -5.967 -0.218 0.358 -0.334
H 2.787 5.620 0.654 -0.248
H 4.127 2.561 -9.330 0.311
H 1.972 2.370 3.991 -0.908
H 4.260 -1.498 5.593 0.536
H 5.178 7.581 -5.772 0.385
H -5.446 4.453 4.141 0.370
H -4.443 -1.959 -3.600 -0.157
H -0.428 4.388 0.730 -1.130
H -1.733 2.723 0.314 -0.699
H 7.864 1.923 -0.239 0.416
H 5.522 2.226 -2.026 0.161
H -3.884 0.510 5.181 0.266
H -6.165 1.304 -0.427 0.270
H -0.779 1.882 -2.507 -1.375
H 1.535 4.273 -0.680 -0.483
H -0.620 -6.977 2.468 0.154
H 3.011 1.756 1.560 0.004
H 1.272 -5.942 -3.767 0.797
H 2.445 -0.407 9.789 0.350
H -5.633 0.430 5.462 0.331
H -3.482 -2.588 3.246 -0.852
H 4.678 7.092 -0.297 0.513
H 3.048 -1.489 -6.889 0.359
H -0.020 -6.741 0.832 0.474
H -4.141 5.522 3.613 0.293
H -4.654 1.624 1.845 -0.407
H -3.236 -8.328 -0.061 0.420
H 1.166 -4.768 1.368 -0.119
H -5.784 2.830 1.448 0.419
H 0.651 5.912 -4.708 0.011
H -2.609 3.172 -1.158 0.531
H -0.333 -2.432 0.967 -0.411
H -0.853 0.178 -2.574 0.241
H 2.736 -3.667 4.051 0.274
H -4.622 -0.717 6.259 0.327
H -3.393 1.308 -2.658 0.414
H 1.495 -0.336 0.349 -0.405
H 5.076 6.629 -4.162 0.230
H 1.204 -4.295 -4.171 0.107
H -2.716 -1.320 4.174 -0.761
H -0.391 2.647 -4.338 -0.466
H -5.542 -7.910 0.733 0.378
H 2.712 2.265 -3.265 -0.158
H 3.785 -0.494 0.803 0.404
H -3.835 -7.770 4.346 0.287
H 5.663 5.681 -0.137 -0.100
H -5.458 -7.422 -0.938 0.441
H 2.995 -2.040 3.591 -0.141
H 2.432 0.067 -6.245 0.320
H 1.060 2.401 6.132 -0.017
H 7.989 2.965 1.230 0.452
H 1.352 0.971 -1.764 -0.274
H -5.324 -7.086 4.978 0.457
H 0.246 -0.006 -5.044 -0.003
H -1.667 -4.474 -3.472 -0.333
H 4.553 5.305 -6.965 0.385
H 0.004 -3.815 5.742 0.438
H 4.406 -3.047 3.584 0.484
H -4.529 -5.709 -4.567 0.377
H -0.275 3.154 -6.038 0.499
H -3.459 -2.542 5.102 0.440
H 0.405 -4.143 -0.456 -1.851
H -0.148 5.772 -6.288 0.381
H -0.195 -5.415 -4.464 0.114
H -5.407 5.098 2.501 0.353
H -5.439 -6.153 0.184 0.037
H -3.459 2.363 0.024 -0.351
H -5.886 2.125 3.071 0.475
H 4.229 -3.150 6.168 0.367
H -0.857 6.833 -4.994 0.257
H 0.155 4.173 -1.824 -0.644
H -3.496 -3.035 -4.642 0.269
H -3.540 -5.272 5.238 0.283
H -5.156 -7.128 3.348 0.203
H 4.010 2.703 -1.256 -0.389
H 4.953 0.594 0.222 0.090
H 4.072 6.103 1.692 0.341
H -0.629 -1.556 -4.897 0.185
H 0.751 -2.715 4.556 -0.443
H 1.629 -2.966 -7.526 0.307
H 0.330 -1.649 2.279 -0.025
H 7.443 4.063 -1.620 0.164
H 4.533 -0.598 8.869 0.307
H 1.483 -5.326 -0.925 0.489
H -0.940 -3.226 4.456 -0.247
H 6.173 5.291 -6.268 0.283
H 1.557 -6.024 2.537 0.594
H 4.150 -2.022 9.897 0.411
```

=====

Below is C57H138Br9O36P9 as an isolated structure at a distorted geometry, with properties calculated with wB97M-V/def2-TZVPD.

Results
- HOMO energy (eV) = -10.124
- LUMO level (eV) = -0.75

```
249
Properties=species:S:1:pos:R:3:mulliken_charge:R:1
Br 0.409 6.149 3.095 -0.102
Br -2.246 4.269 -2.878 0.040
Br 4.308 -1.097 -0.454 0.014
Br 2.966 1.872 -0.896 0.311
Br -3.924 2.509 -0.615 0.196
Br -4.326 1.722 -3.674 0.025
Br 0.637 4.562 0.203 0.164
Br 2.792 7.051 0.850 -0.079
Br 3.466 0.043 -3.456 -0.067
P 4.084 3.150 3.910 0.594
P -0.542 -2.735 5.215 0.214
P -0.750 0.163 0.485 -0.334
P 1.608 1.042 -7.989 1.121
P 9.359 -1.698 1.313 0.759
P -6.415 2.652 5.779 0.431
P -3.583 -7.442 2.905 1.008
P 2.533 6.515 -5.136 0.573
P -4.336 -3.299 -6.364 0.431
O 7.793 -1.960 1.455 -0.116
O 5.100 2.303 4.542 -0.754
O -3.505 -4.446 -6.796 -0.748
O 1.297 5.622 -4.605 -0.298
O -2.156 -7.168 2.760 -0.581
O -5.941 -3.466 -6.500 -0.346
O 1.297 -0.568 -8.038 -0.501
O 3.199 1.103 -7.735 -0.418
O -7.899 2.867 5.792 -0.750
O 0.308 -1.035 0.603 0.007
O -2.137 -0.256 0.724 -0.969
O 9.896 -1.530 -0.069 -0.755
O -4.017 -1.916 -7.184 -0.222
O -1.532 -3.269 6.426 0.318
O -0.602 -3.960 4.131 0.425
O -1.474 -1.629 4.515 -0.054
O 9.600 -0.354 2.242 -0.285
O -4.224 -7.305 4.452 -0.474
O -4.046 -8.918 2.497 -0.342
O -5.814 2.302 7.263 -0.283
O -5.488 3.890 5.216 -0.083
O 0.815 1.781 -6.967 -0.451
O -4.152 -2.811 -4.829 0.158
O -4.531 -6.477 2.049 -0.255
O 2.911 2.389 3.113 0.323
O 2.431 6.408 -6.778 -0.332
O 4.614 4.179 2.770 -0.328
O 0.824 -2.174 5.678 -0.820
O 1.396 1.443 -9.560 -0.425
O 3.196 4.118 4.905 -0.339
O -0.072 1.345 1.350 0.915
O -5.941 1.403 4.859 0.207
O 2.527 7.921 -4.654 -0.783
O 10.151 -2.834 2.207 -0.314
O 3.834 5.593 -4.728 -0.009
O -0.441 0.670 -0.989 1.269
C -2.889 -3.133 8.382 -1.296
C 1.404 3.516 -10.809 -1.211
C -4.349 -10.525 0.640 -1.268
C -4.204 -3.767 -3.819 -0.485
C -4.124 -5.621 0.981 -0.607
C 11.514 -3.037 1.794 -0.292
C 4.565 2.590 -6.473 -0.971
C -5.323 0.278 8.377 -0.651
C -1.078 0.087 -2.102 -0.352
C -3.478 -4.313 1.528 0.185
C -0.984 2.232 1.965 0.471
C -6.413 1.267 8.027 -0.426
C 3.786 2.386 -7.776 0.182
C -0.402 -6.008 5.387 -1.181
C 0.191 -5.082 4.355 -0.714
C 1.375 7.156 -8.807 -1.279
C -4.424 -0.645 -6.740 0.366
C -3.541 -2.974 -2.758 -0.780
C 1.280 4.218 -4.901 0.377
C 2.288 0.111 4.055 -0.320
C 6.523 4.454 1.331 -1.673
C 11.573 -4.552 1.394 -1.135
C -3.808 0.369 -7.689 -1.040
C -0.523 -2.245 -7.726 -1.087
C -6.823 5.933 5.021 -1.101
C -7.137 -2.950 -8.465 -0.690
C 2.519 3.643 6.068 -0.437
C -4.571 -5.987 4.901 0.491
C -0.613 0.416 -3.554 -0.428
C 1.197 6.577 -7.426 0.118
C -1.521 1.602 3.254 1.010
C -6.296 1.360 3.463 -0.903
C 1.042 3.525 5.866 -0.350
C -3.564 -9.355 1.215 0.038
C 3.021 -0.007 -1.503 0.132
C 7.229 -2.159 2.774 -0.433
C 1.586 -2.744 1.329 -0.946
C 0.646 2.602 -9.901 0.072
C 1.651 5.550 1.622 0.936
C 5.220 3.719 1.557 0.978
C -5.634 5.217 5.697 -0.319
C 4.228 6.315 -2.372 -0.818
C -6.459 -4.087 -7.694 -0.457
C -3.942 -1.491 4.817 -0.926
C 5.995 -1.321 2.799 -0.538
C 9.167 1.970 2.627 -1.058
C 2.931 0.959 2.901 1.786
C -3.965 3.254 -2.482 -0.585
C -1.844 -2.461 7.553 -0.204
C -5.155 1.916 2.654 -0.036
C 4.773 6.198 -3.822 -0.726
C -4.171 -5.853 6.380 -1.058
C 0.323 -1.956 1.628 1.784
C 0.356 -1.081 -7.111 0.148
C 9.679 0.920 1.602 -0.193
C 1.831 3.308 -3.842 -0.693
C -2.707 -1.967 3.929 0.966
H -4.280 1.345 -7.576 0.440
H 5.207 7.129 -4.185 0.394
H -2.116 0.408 -2.013 -0.134
H 5.433 2.650 1.572 0.054
H 0.582 4.494 5.672 0.217
H 3.418 5.616 -2.161 0.263
H 0.513 7.259 -6.921 0.347
H -1.765 2.577 1.288 -0.091
H -4.248 -0.374 -5.700 -0.179
H -4.695 5.747 5.537 0.364
H 1.634 -3.176 0.330 0.403
H -4.555 0.846 8.902 0.297
H 12.554 -4.921 1.092 0.376
H 3.183 3.290 -7.857 -0.174
H -6.788 6.956 5.396 0.417
H 0.595 3.147 6.785 0.423
H 2.025 -0.447 -1.541 -0.257
H -5.734 -4.623 -8.307 0.390
H 3.806 7.314 -2.269 0.393
H -6.685 5.753 3.955 0.263
H 11.881 -2.333 1.047 0.365
H -3.755 -8.509 0.555 0.126
H 0.157 -3.043 -8.022 0.394
H 1.157 -4.777 4.759 0.419
H -3.474 -3.517 -1.816 0.211
H -4.491 -11.337 1.353 0.320
H 0.794 4.343 -11.173 0.347
H 6.746 -3.121 2.943 0.319
H -1.822 0.556 3.200 -1.115
H -1.167 -2.592 -6.919 0.159
H -5.637 -5.848 4.725 0.444
H 5.020 6.164 -1.638 0.319
H -2.137 -1.442 7.303 0.264
H -7.774 5.469 5.280 0.276
H -5.221 -4.043 -3.539 0.275
H -2.819 -1.503 2.949 0.211
H -4.195 -3.872 2.220 0.193
H -4.414 -6.834 6.789 0.448
H -1.065 -1.937 -8.621 0.336
H 0.156 -6.944 5.359 0.485
H -3.770 -10.797 -0.243 0.367
H -2.960 -2.790 9.414 0.458
H 0.779 2.781 5.114 -0.247
H -3.990 0.086 -8.725 0.361
H -3.848 -0.407 4.766 0.157
H 3.937 2.600 -5.582 -0.067
H -4.789 -5.132 6.916 0.306
H 5.297 -1.472 1.975 -0.134
H -0.375 3.084 2.267 -0.295
H 9.648 1.904 3.603 0.366
H 0.364 -1.465 2.600 -0.771
H 0.540 3.292 -9.064 0.078
H 6.205 -0.252 2.822 0.111
H 1.769 3.921 -5.829 -0.199
H 7.920 -2.032 3.607 0.396
H 2.827 3.702 -3.638 0.372
H -2.642 -4.192 8.453 0.316
H -0.558 -2.596 1.587 -0.460
H -1.446 -6.207 5.144 -0.052
H -1.302 0.070 -4.325 0.146
H 1.238 -0.154 3.930 -0.496
H 1.668 2.941 -11.696 0.358
H 0.362 -0.014 -3.784 0.110
H 11.345 -5.063 2.330 0.282
H -5.345 -10.190 0.350 0.281
H -0.478 1.493 -3.653 -0.140
H -6.863 1.683 8.928 0.347
H 0.142 -5.591 3.392 0.401
H 2.650 4.311 6.920 0.375
H 10.941 -4.947 0.599 0.295
H -3.110 -5.640 6.509 0.054
H -3.430 -6.205 0.377 0.414
H 1.822 2.259 -4.139 0.001
H -0.326 -5.497 6.347 0.367
H 5.243 1.745 -6.356 0.415
H 12.157 -2.868 2.658 0.321
H -2.503 -2.688 -2.932 0.201
H -3.901 -1.841 5.848 -0.286
H -2.719 0.373 -7.641 -0.003
H 8.117 1.912 2.916 0.105
H -2.489 -9.518 1.142 0.296
H -4.767 2.879 2.986 0.299
H -4.015 -5.218 4.365 -0.405
H -0.719 1.682 3.988 -0.812
H 5.622 5.519 -3.901 0.370
H -5.721 -0.502 9.027 0.414
H 0.931 -1.314 -6.214 0.320
H 5.144 3.513 -6.435 0.345
H -1.068 -0.989 -1.931 0.332
H 1.270 3.447 -2.918 0.180
H -3.661 -4.675 -4.081 0.394
H -3.318 -3.616 0.706 0.021
H 3.858 0.449 2.636 -0.850
H 2.326 4.882 2.159 -1.011
H -7.173 0.763 7.430 0.335
H -0.289 2.330 -10.391 0.408
H -0.293 -0.274 -6.772 -0.004
H 4.529 3.875 0.728 -0.276
H 0.534 7.416 -9.449 0.389
H -4.853 -1.737 4.272 0.473
H 2.337 0.632 5.012 0.329
H 9.399 2.975 2.275 0.394
H 2.999 2.711 6.368 0.316
H 5.450 -1.503 3.725 0.293
H -5.352 2.011 1.586 0.136
H 1.654 -3.594 2.008 0.187
H 7.138 3.983 0.565 0.370
H -7.252 1.833 3.238 0.417
H -8.040 -2.561 -7.994 0.275
H -7.271 -4.706 -7.314 0.299
H -7.314 -3.290 -9.485 0.348
H 8.920 0.901 0.820 0.324
H -6.371 -2.177 -8.412 0.038
H 2.810 -0.837 4.176 0.240
H -3.886 -3.076 7.944 0.182
H 10.711 1.120 1.316 0.278
H 0.247 3.874 -4.960 0.407
H -2.554 -4.522 2.066 -0.219
H -0.955 -2.295 8.162 0.400
H 4.476 2.449 -8.618 0.404
H -5.512 -0.598 -6.783 0.361
H -4.047 -2.053 -2.472 0.346
H 2.270 0.762 2.058 -0.646
H -4.293 1.267 2.502 -0.241
H -5.026 -5.433 0.398 0.339
H -2.318 2.202 3.693 0.583
H 2.507 -2.185 1.492 -0.194
H -2.699 -3.036 3.718 -0.597
H -4.764 3.990 -2.568 0.502
H -4.895 -0.120 7.457 -0.089
H 1.949 6.407 -9.352 0.214
H 6.304 5.503 1.131 0.335
H 2.264 3.847 -10.227 0.181
H 7.093 4.379 2.257 0.380
H -6.433 0.312 3.196 0.354
H 1.913 8.104 -8.808 0.323
H 0.704 5.611 -7.310 0.059
H -5.854 5.195 6.764 0.274
```